[1]
The following is a quantum chemistry calculation of a 3-piece molecular cluster, H5P3S overall in a non-equilibrium geometry, from the OMol25 dataset.

The geometry in XYZ format:
```
9
Properties=species:S:1:pos:R:3:nbo_charge:R:1
P 1.17899 -1.30509 0.75498 0.009
P -1.92274 -1.44056 -0.18320 0.081
P 0.19436 0.59731 1.23376 0.106
S -1.71092 0.39732 0.53372 -0.147
H 1.14864 -1.01288 -0.59903 0.005
H 2.38226 -0.64768 0.72103 -0.001
H 1.07783 2.63578 -1.12458 0.012
H -3.23690 -1.07238 -0.57449 -0.029
H 0.88847 1.84818 -0.76219 -0.035
```

Calculated total energy: -38779.633 eV
ΔE to the lowest compared entry with this formula, charge and spin: 41.8 kcal/mol
Orbital gap (spin up / spin down): 0.249 / 0.247 Ha
Total charge: 0
LUMO (spin up / spin down): -1.1999 / -1.1280 eV



[2]
The following is a quantum chemistry calculation of a 2-piece molecular cluster, C3H13N4 overall in a non-equilibrium geometry, from the OMol25 dataset.

The geometry in XYZ format:
```
20
Properties=species:S:1:pos:R:3:nbo_charge:R:1
C 2.53316 0.06528 -0.44575 -0.596
C 1.17470 -0.67304 -0.54643 -0.297
N 1.30580 -1.73719 -1.60918 -0.229
H 2.49010 0.92402 -1.13412 0.258
H 2.70795 0.40786 0.58796 0.265
H 3.32825 -0.64315 -0.63366 0.248
H 1.02817 -1.07008 0.49984 0.302
H 0.37688 -0.00826 -0.84799 0.210
H 1.71576 -2.60291 -1.25941 0.420
H 0.43188 -1.97627 -2.09388 0.413
N 0.33809 1.16969 1.00253 -0.695
C -1.21352 0.44666 0.65113 0.702
N -2.01642 -0.65461 0.07456 -0.716
N -2.18841 1.53170 0.80784 -0.782
H -0.02835 2.02615 0.58135 0.407
H 0.05947 1.30634 1.95180 0.395
H -1.26208 -1.28684 -0.18648 0.381
H -2.43583 -1.02823 0.92707 0.447
H -2.82104 1.27627 0.03387 0.423
H -2.63059 1.47448 1.68972 0.442
```

Calculated total energy: -9257.934 eV
ΔE to the lowest compared entry with this formula, charge and spin: 143.6 kcal/mol
Expectation value of S²: 0.755
Multiplicity: 2
Orbital gap (spin up / spin down): 0.353 / 0.280 Ha
Total charge: +2
LUMO (spin up / spin down): -10.3701 / -12.3557 eV



[3]
The following is a quantum chemistry calculation of a 2-piece molecular cluster, CHF3N2O3 overall in a non-equilibrium geometry, from the OMol25 dataset.

The geometry in XYZ format:
```
10
Properties=species:S:1:pos:R:3:nbo_charge:R:1
C -0.77547 0.84227 1.33270 0.979
N 0.73910 0.45548 -0.83431 0.057
N 0.84935 -0.91091 -0.49694 0.525
O 1.66838 -1.12062 0.35427 -0.269
O 0.36458 -1.70706 -1.33917 -0.434
O 0.03924 0.55678 -1.90446 -0.416
F 0.08508 0.12217 2.01743 -0.310
F -0.83181 2.07130 1.65394 -0.287
F -1.95005 0.23422 1.28377 -0.318
H -0.18840 -0.54364 -2.06724 0.472
```

Calculated total energy: -18320.271 eV
ΔE to the lowest compared entry with this formula, charge and spin: 65.4 kcal/mol
Orbital gap (spin up / spin down): 0.276 / 0.356 Ha
Total charge: 0
LUMO (spin up / spin down): -2.1249 / -0.5732 eV



[4]
The following is a quantum chemistry calculation of one molecule with the formula C4H8N4 in a non-equilibrium geometry, from the OMol25 dataset.

The geometry in XYZ format:
```
16
Properties=species:S:1:pos:R:3:nbo_charge:R:1
H -1.22066 2.19031 0.43229 0.360
N -0.24508 1.88951 0.28245 -0.764
C -0.10754 0.65038 0.07277 0.583
N 1.12836 0.10433 0.02520 -0.614
C 2.37452 0.89871 -0.00977 -0.393
N -1.12288 -0.28641 0.07479 -0.501
C -0.97231 -1.68132 -0.22029 -0.411
C -2.38008 0.02985 0.12332 0.424
N -3.50141 0.24555 0.19752 -0.354
H 1.34395 -0.88228 -0.02527 0.394
H 2.28181 1.59111 -0.80454 0.207
H 2.36945 1.41715 0.87751 0.213
H 3.10897 0.13753 -0.26947 0.198
H -0.80662 -2.04838 -1.29252 0.213
H -0.17688 -2.15262 0.36758 0.202
H -2.07361 -2.10342 0.16842 0.242
```

Calculated total energy: -10236.332 eV
SMILES string: [H]/N=C(/NC)N(C)C#N
ΔE to the lowest compared entry with this formula, charge and spin: 44.0 kcal/mol
Orbital gap: 0.357 Ha
Total charge: 0
LUMO: 0.5054 eV